{"formula": "C43H32BrF2N11OSeTa", "method": "the ωB97M-V functional and the def2-TZVPD basis", "e_lumo_ha": -0.332, "de_lowest_kj_mol": 129.70, "energy_ev": -205906.8248, "multiplicity": 1, "homo_ev": -14.97, "total_charge": 3, "elements": ["Ta", "Br", "C", "C", "C", "C", "O", "C", "C", "N", "C", "C", "C", "C", "C", "C", "C", "C", "N", "C", "C", "H", "H", "H", "H", "H", "H", "H", "H", "H", "H", "N", "C", "N", "C", "N", "N", "C", "N", "C", "C", "C", "C", "C", "N", "H", "H", "H", "H", "H", "H", "H", "H", "F", "C", "C", "C", "C", "C", "F", "C", "C", "C", "C", "C", "C", "N", "H", "H", "H", "H", "H", "H", "C", "N", "C", "Se", "N", "C", "C", "C", "C", "C", "C", "H", "H", "H", "H", "H", "H", "H", "H"], "xyz": [[0.289, -0.495, -0.928], [5.292, -3.695, -5.882], [3.997, -2.889, -4.808], [2.904, -2.253, -5.394], [1.940, -1.636, -4.607], [2.091, -1.669, -3.237], [1.190, -1.049, -2.414], [3.150, -2.330, -2.626], [3.131, -2.568, -1.198], [2.258, -2.080, -0.395], [2.114, -2.720, 0.858], [3.113, -3.149, 1.693], [2.786, -3.879, 2.855], [1.484, -4.202, 3.123], [0.443, -3.765, 2.269], [-0.912, -4.133, 2.449], [-1.844, -3.703, 1.555], [-1.454, -2.833, 0.524], [-0.198, -2.454, 0.306], [0.762, -2.969, 1.161], [4.111, -2.944, -3.429], [2.803, -2.248, -6.471], [1.089, -1.145, -5.058], [3.829, -3.324, -0.833], [4.149, -2.929, 1.463], [3.578, -4.214, 3.510], [1.234, -4.812, 3.983], [-1.189, -4.766, 3.284], [-2.883, -3.985, 1.640], [-2.202, -2.435, -0.145], [4.939, -3.474, -2.973], [2.165, -0.050, 2.342], [2.048, 1.054, 1.630], [2.236, 2.187, 2.310], [2.377, 3.299, 1.595], [2.570, 4.450, 2.220], [2.326, 3.326, 0.240], [1.991, 2.205, -0.321], [1.753, 0.995, 0.278], [1.815, 2.253, -1.777], [2.475, 3.172, -2.574], [2.230, 3.149, -3.935], [1.307, 2.239, -4.433], [0.691, 1.365, -3.561], [0.960, 1.354, -2.249], [2.434, 0.045, 3.309], [2.106, -0.969, 1.943], [2.738, 4.466, 3.213], [2.730, 5.284, 1.678], [3.152, 3.882, -2.122], [2.736, 3.840, -4.597], [1.059, 2.208, -5.485], [-0.066, 0.674, -3.903], [-2.822, 3.905, -0.279], [-2.742, 2.687, -0.808], [-1.539, 2.014, -0.749], [-1.454, 0.737, -1.295], [-2.561, 0.173, -1.931], [-3.760, 0.884, -1.937], [-4.848, 0.335, -2.482], [-3.877, 2.138, -1.382], [-2.352, -1.145, -2.526], [-3.143, -1.744, -3.499], [-2.784, -2.985, -3.991], [-1.636, -3.611, -3.514], [-0.882, -2.955, -2.572], [-1.229, -1.751, -2.081], [-0.702, 2.505, -0.263], [-4.817, 2.672, -1.406], [-4.020, -1.238, -3.872], [-3.395, -3.463, -4.746], [-1.332, -4.586, -3.867], [0.021, -3.396, -2.169], [-3.853, 0.560, 3.372], [-2.690, 1.438, 3.441], [-1.500, 1.259, 2.849], [-1.129, -0.230, 1.758], [-0.694, 2.263, 3.223], [-1.367, 3.112, 4.104], [-0.981, 4.277, 4.753], [-1.933, 4.880, 5.551], [-3.223, 4.343, 5.693], [-3.602, 3.184, 5.044], [-2.638, 2.583, 4.245], [-3.762, -0.086, 2.506], [-4.747, 1.171, 3.276], [-3.918, -0.041, 4.278], [0.289, 2.317, 2.991], [0.009, 4.696, 4.644], [-1.683, 5.790, 6.078], [-3.938, 4.852, 6.324], [-4.595, 2.773, 5.161]]}

---

{"formula": "C3H5NS2", "method": "the ωB97M-V functional and the def2-TZVPD basis", "e_lumo_ha": -0.029, "de_lowest_kj_mol": 67.04, "smiles": "CN(C=S)C=S", "energy_ev": -26352.0382, "multiplicity": 1, "homo_ev": -8.96, "elements": ["C", "N", "C", "S", "C", "S", "H", "H", "H", "H", "H"], "xyz": [[-0.040, 1.301, -0.002], [0.027, -0.156, -0.003], [-1.146, -0.878, -0.002], [-2.664, -0.261, -0.006], [1.212, -0.852, -0.006], [2.719, -0.240, -0.007], [-0.565, 1.620, 0.895], [0.977, 1.676, 0.018], [-0.593, 1.649, -0.902], [-0.999, -1.934, 0.010], [1.072, -1.925, 0.003]]}

---

{"formula": "F3NOS", "method": "the ωB97M-V functional and the def2-TZVPD basis", "e_lumo_ha": [-0.051, -0.047], "de_lowest_kj_mol": 76.63, "energy_ev": -22519.4222, "multiplicity": 1, "homo_ev": [-11.17, -9.54], "elements": ["N", "O", "F", "F", "F", "S"], "xyz": [[-1.154, 0.439, -0.296], [1.651, -0.592, 0.811], [-1.122, -0.801, -0.832], [-1.565, 0.273, 1.006], [1.215, -0.252, -1.526], [1.459, 0.507, -0.029]]}

---

{"formula": "C3H5N3", "method": "the ωB97M-V functional and the def2-TZVPD basis", "e_lumo_ha": 0.009, "de_lowest_kj_mol": 576.42, "energy_ev": -7656.4814, "multiplicity": 1, "homo_ev": -7.64, "elements": ["C", "C", "C", "N", "N", "N", "H", "H", "H", "H", "H"], "xyz": [[0.534, -0.310, 1.823], [-0.422, 0.193, -0.376], [-0.034, 0.484, -1.725], [0.054, 0.222, 0.729], [0.536, -2.604, 1.337], [0.785, -1.675, 1.975], [1.089, 0.356, 2.575], [0.597, -0.309, -1.794], [-0.896, 0.515, -2.364], [0.464, 1.437, -1.647], [1.270, -1.727, 2.973]]}

---

{"formula": "C15H18NOPdS4SbSi", "method": "the ωB97M-V functional and the def2-TZVPD basis", "e_lumo_ha": 0.172, "de_lowest_kj_mol": 212.23, "energy_ev": -80624.1496, "multiplicity": 1, "homo_ev": -1.12, "total_charge": -2, "elements": ["Pd", "S", "Sb", "S", "S", "S", "C", "N", "C", "C", "O", "H", "H", "H", "H", "H", "H", "H", "C", "C", "C", "C", "C", "C", "Si", "C", "C", "C", "C", "C", "C", "H", "H", "H", "H", "H", "H", "H", "H", "H", "H", "H"], "xyz": [[0.712, -0.295, -1.286], [1.500, -1.962, -5.047], [1.375, -2.561, -2.821], [-0.871, -1.874, -2.040], [2.918, -1.071, -1.628], [1.779, -4.721, -2.208], [-0.806, 0.914, -4.618], [-0.487, 1.623, -3.396], [-1.547, 2.316, -2.712], [0.795, 1.770, -2.992], [1.153, 2.406, -2.012], [-0.978, 1.613, -5.447], [-1.703, 0.315, -4.459], [-0.002, 0.217, -4.864], [-1.939, 3.138, -3.325], [-1.154, 2.722, -1.782], [-2.359, 1.619, -2.493], [1.498, 1.217, -3.638], [1.095, 3.279, 2.997], [2.009, 2.292, 3.339], [1.997, 1.074, 2.670], [1.076, 0.803, 1.656], [0.167, 1.813, 1.329], [0.173, 3.034, 1.986], [1.084, -0.889, 0.771], [-0.276, -1.888, 1.650], [-1.641, -1.764, 1.387], [-2.585, -2.435, 2.148], [-2.185, -3.263, 3.191], [-0.834, -3.414, 3.461], [0.105, -2.730, 2.696], [1.106, 4.235, 3.507], [2.737, 2.473, 4.122], [2.724, 0.314, 2.939], [-0.549, 1.639, 0.533], [-0.535, 3.804, 1.700], [2.314, -1.546, 1.281], [-1.959, -1.157, 0.547], [-3.639, -2.330, 1.914], [-2.923, -3.798, 3.779], [-0.506, -4.071, 4.259], [1.160, -2.864, 2.909]]}

---

{"formula": "C12H35O6Pt", "method": "the ωB97M-V functional and the def2-TZVPD basis", "e_lumo_ha": -0.118, "de_lowest_kj_mol": 0.00, "energy_ev": -28531.2079, "multiplicity": 1, "homo_ev": -9.97, "total_charge": 1, "elements": ["Pt", "C", "C", "O", "H", "H", "H", "H", "H", "C", "C", "O", "H", "H", "H", "H", "H", "H", "C", "C", "O", "H", "H", "H", "H", "H", "H", "C", "C", "O", "H", "H", "H", "H", "H", "H", "C", "C", "O", "H", "H", "H", "H", "H", "H", "C", "C", "O", "H", "H", "H", "H", "H", "H"], "xyz": [[-0.165, -0.446, 0.085], [2.289, -1.930, -3.404], [1.841, -2.337, -2.013], [0.694, -1.638, -1.589], [1.483, -2.105, -4.116], [3.193, -2.472, -3.685], [2.505, -0.862, -3.417], [2.653, -2.160, -1.308], [1.607, -3.399, -1.933], [0.807, 2.368, -2.773], [-0.450, 1.591, -2.300], [-0.425, 1.522, -0.932], [0.918, 3.375, -2.369], [0.824, 2.378, -3.863], [1.716, 1.843, -2.481], [-0.561, 0.587, -2.711], [-1.342, 2.152, -2.577], [-0.415, 2.425, -0.608], [3.090, 2.259, 0.806], [2.718, 0.823, 0.389], [1.576, 0.390, 1.053], [3.152, 2.412, 1.883], [2.312, 2.964, 0.515], [4.034, 2.579, 0.365], [3.462, 0.167, 0.842], [2.684, 0.624, -0.682], [1.835, 0.298, 1.973], [-4.001, 0.391, -1.129], [-3.499, -0.649, -0.129], [-2.160, -1.007, -0.566], [-4.965, 0.794, -0.819], [-3.939, -0.037, -2.130], [-3.283, 1.211, -1.142], [-4.167, -1.511, -0.141], [-3.530, -0.271, 0.893], [-2.313, -1.515, -1.366], [1.038, -2.877, 3.264], [0.982, -2.757, 1.681], [-0.322, -2.319, 1.282], [0.621, -1.948, 3.652], [2.102, -2.916, 3.500], [0.629, -3.793, 3.692], [1.213, -3.715, 1.216], [1.764, -2.075, 1.347], [-0.924, -3.016, 1.553], [-2.684, 2.096, 2.121], [-1.266, 1.638, 2.321], [-1.208, 0.297, 1.844], [-2.660, 3.131, 2.462], [-3.393, 1.521, 2.716], [-2.908, 2.221, 1.061], [-0.997, 1.662, 3.377], [-0.591, 2.247, 1.719], [-1.574, -0.210, 2.573]]}

---

{"formula": "C18H29N2OOsSi2", "method": "the ωB97M-V functional and the def2-TZVPD basis", "e_lumo_ha": [-0.397, -0.504], "de_lowest_kj_mol": 28.39, "energy_ev": -42357.4172, "multiplicity": 5, "homo_ev": [-18.97, -19.04], "total_charge": 3, "elements": ["Os", "C", "Si", "C", "C", "C", "C", "C", "C", "C", "C", "N", "Si", "C", "C", "C", "H", "H", "H", "H", "H", "H", "H", "H", "H", "H", "H", "H", "H", "H", "H", "H", "H", "H", "H", "H", "H", "H", "O", "C", "C", "C", "C", "C", "C", "N", "H", "H", "H", "H", "H", "H", "H"], "xyz": [[0.138, 0.281, -0.035], [2.727, 1.948, -1.870], [1.788, 0.764, -3.024], [2.306, -1.029, -2.843], [1.652, 1.429, -4.756], [-0.012, 0.804, -2.074], [-0.450, 2.138, -1.723], [-0.796, 3.272, -2.466], [-1.149, 4.423, -1.771], [-1.161, 4.422, -0.379], [-0.824, 3.255, 0.318], [-0.481, 2.164, -0.355], [-1.509, -0.273, -3.006], [-2.886, 0.116, -1.756], [-0.945, -2.051, -2.905], [-1.842, 0.472, -4.678], [3.792, 1.701, -1.895], [2.396, 1.919, -0.828], [2.621, 2.975, -2.227], [3.396, -1.111, -2.848], [1.946, -1.625, -3.684], [1.938, -1.485, -1.924], [2.662, 1.494, -5.174], [1.226, 2.432, -4.800], [1.081, 0.772, -5.412], [-0.781, 3.246, -3.548], [-1.409, 5.328, -2.307], [-1.429, 5.312, 0.177], [-0.836, 3.212, 1.400], [-2.572, 0.033, -0.712], [-3.714, -0.583, -1.902], [-3.273, 1.125, -1.917], [-0.429, -2.278, -1.970], [-0.288, -2.320, -3.733], [-1.816, -2.710, -2.973], [-2.115, 1.526, -4.624], [-2.694, -0.051, -5.125], [-1.007, 0.359, -5.369], [-1.094, -1.557, 0.856], [-0.374, -2.387, 1.784], [1.074, -1.995, 1.793], [1.944, -2.611, 2.677], [3.285, -2.264, 2.671], [3.736, -1.316, 1.755], [2.826, -0.749, 0.896], [1.508, -1.068, 0.915], [-2.025, -1.821, 0.861], [-0.457, -3.434, 1.481], [-0.792, -2.288, 2.787], [1.562, -3.357, 3.362], [3.973, -2.729, 3.365], [4.776, -1.026, 1.706], [3.146, -0.033, 0.151]]}

---

{"formula": "C12H19N2NiO5Se2Te2", "method": "the ωB97M-V functional and the def2-TZVPD basis", "e_lumo_ha": 0.076, "energy_ev": -212293.4993, "multiplicity": 1, "homo_ev": -3.06, "total_charge": -1, "elements": ["Ni", "Se", "Te", "Te", "Se", "C", "O", "C", "C", "O", "C", "H", "H", "H", "H", "H", "H", "H", "H", "H", "H", "C", "O", "C", "O", "H", "H", "H", "N", "C", "O", "C", "C", "C", "N", "C", "C", "H", "H", "H", "H", "H", "H"], "xyz": [[0.206, -0.469, 0.053], [-1.337, -3.772, 2.220], [-2.454, -3.155, 0.120], [-1.628, -0.111, -2.358], [-0.485, -2.108, -1.324], [-1.805, -0.188, 2.516], [-1.688, 0.319, 1.191], [-1.639, 1.719, 1.097], [-0.301, 2.243, 1.583], [0.711, 1.418, 1.031], [2.013, 1.834, 1.382], [-2.695, 0.234, 2.997], [-0.914, 0.037, 3.108], [-1.896, -1.270, 2.432], [-2.454, 2.191, 1.661], [-1.765, 1.938, 0.037], [-0.220, 2.213, 2.677], [-0.161, 3.282, 1.258], [2.103, 1.926, 2.469], [2.251, 2.794, 0.911], [2.704, 1.072, 1.033], [1.949, -2.110, 3.214], [1.323, -1.219, 2.292], [1.378, -1.596, 0.957], [2.140, -2.460, 0.603], [3.004, -1.853, 3.342], [1.866, -3.138, 2.868], [1.425, -1.997, 4.162], [6.404, 1.797, -3.475], [5.277, 2.539, -3.247], [5.229, 3.728, -3.489], [4.107, 1.800, -2.651], [2.863, 2.413, -2.691], [1.775, 1.736, -2.160], [1.878, 0.538, -1.594], [3.069, -0.048, -1.554], [4.214, 0.542, -2.074], [7.117, 2.260, -4.016], [6.323, 0.803, -3.595], [2.758, 3.391, -3.139], [0.773, 2.150, -2.194], [3.100, -1.026, -1.083], [5.159, 0.023, -1.985]]}

---

{"formula": "C22H77ClN3O19P2S", "method": "the ωB97M-V functional and the def2-TZVPD basis", "e_lumo_ha": -0.225, "energy_ev": -109351.6441, "multiplicity": 1, "homo_ev": -11.00, "total_charge": 1, "elements": ["C", "C", "O", "O", "C", "C", "C", "C", "N", "P", "O", "C", "N", "N", "S", "P", "O", "Cl", "H", "H", "H", "H", "H", "H", "H", "H", "H", "H", "H", "H", "H", "H", "H", "H", "H", "C", "O", "H", "H", "H", "H", "C", "O", "H", "H", "H", "H", "C", "O", "H", "H", "H", "H", "C", "O", "H", "H", "H", "H", "C", "O", "H", "H", "H", "H", "C", "O", "H", "H", "H", "H", "C", "O", "H", "H", "H", "H", "C", "O", "H", "H", "H", "H", "C", "O", "H", "H", "H", "H", "C", "O", "H", "H", "H", "H", "C", "O", "H", "H", "H", "H", "C", "O", "H", "H", "H", "H", "C", "O", "H", "H", "H", "H", "C", "O", "H", "H", "H", "H", "C", "O", "H", "H", "H", "H"], "xyz": [[-1.815, -1.779, -4.282], [-0.518, -1.357, -5.246], [-0.056, -2.308, -6.060], [-0.044, 0.029, -5.143], [1.397, 0.158, -5.407], [2.370, -0.093, -4.112], [1.982, 0.846, -2.791], [0.719, 0.150, -2.010], [0.947, -0.134, -0.542], [1.053, 1.346, 0.447], [0.023, 1.135, 1.669], [2.089, -1.095, -0.295], [2.692, -1.910, -1.221], [2.581, -1.199, 1.162], [4.326, -1.187, 1.239], [1.901, -2.789, 1.702], [2.858, -4.123, 1.119], [-0.060, -3.088, 0.833], [-1.534, -1.434, -3.199], [-2.008, -2.941, -4.269], [-2.787, -1.159, -4.588], [1.569, 1.292, -5.738], [1.803, -0.493, -6.291], [3.480, 0.156, -4.473], [2.380, -1.248, -3.863], [2.927, 0.892, -2.091], [1.712, 1.927, -3.209], [0.500, -0.877, -2.579], [-0.255, 0.813, -2.202], [2.378, 1.588, 1.010], [0.604, 2.554, -0.229], [2.227, -2.800, -1.563], [3.645, -1.682, -1.637], [4.843, -2.469, 1.494], [2.598, -4.286, 0.154], [1.565, 2.090, 4.863], [1.086, 2.815, 3.746], [2.055, 2.781, 5.552], [0.727, 1.605, 5.370], [2.286, 1.339, 4.529], [0.657, 2.176, 3.152], [3.425, 4.181, -4.502], [2.920, 2.941, -4.963], [3.865, 4.040, -3.512], [4.192, 4.542, -5.192], [2.609, 4.906, -4.436], [2.536, 3.098, -5.842], [-5.598, -3.126, -3.532], [-4.220, -3.418, -3.392], [-5.713, -2.263, -4.191], [-6.112, -3.986, -3.969], [-6.024, -2.893, -2.553], [-4.150, -4.188, -2.802], [5.933, 2.208, 3.018], [5.302, 3.271, 2.329], [6.997, 2.205, 2.770], [5.812, 2.348, 4.095], [5.487, 1.258, 2.712], [4.360, 3.248, 2.569], [1.965, 6.548, 3.333], [2.394, 5.242, 2.993], [2.762, 7.257, 3.095], [1.072, 6.801, 2.756], [1.747, 6.594, 4.403], [1.667, 4.636, 3.215], [3.943, -4.999, -2.471], [2.787, -4.484, -3.107], [4.052, -4.523, -1.493], [3.837, -6.078, -2.338], [4.823, -4.780, -3.080], [2.716, -4.925, -3.971], [-0.043, 5.575, 6.832], [-0.522, 6.301, 5.715], [0.447, 6.266, 7.522], [-0.881, 5.090, 7.339], [0.678, 4.825, 6.498], [-0.951, 5.661, 5.121], [6.285, 6.943, 1.409], [6.714, 5.637, 1.069], [7.082, 7.651, 1.171], [5.392, 7.195, 0.833], [6.067, 6.989, 2.479], [5.987, 5.030, 1.291], [-3.471, -6.126, -5.098], [-4.517, -6.494, -4.218], [-3.861, -6.090, -6.118], [-3.090, -5.140, -4.820], [-2.670, -6.867, -5.042], [-4.142, -6.518, -3.321], [3.816, 2.307, 7.931], [3.094, 3.507, 7.729], [3.193, 1.608, 8.494], [4.070, 1.866, 6.963], [4.726, 2.519, 8.497], [3.671, 4.107, 7.227], [-5.200, -2.161, 0.583], [-4.300, -2.912, -0.210], [-6.215, -2.529, 0.413], [-4.944, -2.280, 1.639], [-5.145, -1.107, 0.300], [-3.408, -2.563, -0.038], [-7.924, -7.196, -4.184], [-7.023, -7.947, -4.978], [-8.938, -7.563, -4.354], [-7.667, -7.315, -3.129], [-7.869, -6.142, -4.467], [-6.132, -7.598, -4.806], [-1.728, 1.306, 7.483], [-0.426, 1.501, 8.004], [-2.082, 0.315, 7.775], [-2.401, 2.065, 7.889], [-1.700, 1.374, 6.393], [-0.138, 2.389, 7.729], [-5.523, -4.363, -8.467], [-4.221, -4.168, -7.946], [-5.878, -5.354, -8.175], [-6.196, -3.604, -8.061], [-5.495, -4.295, -9.557], [-3.933, -3.280, -8.221], [-5.552, 1.420, 5.934], [-5.071, 2.546, 6.646], [-5.385, 0.522, 6.534], [-6.622, 1.536, 5.746], [-5.013, 1.329, 4.988], [-5.233, 3.326, 6.089]]}